(1)
Density functional theory data (ωB97M-V/def2-TZVPD) for a molecular structure, C23H14BrCl4N2O2Pd.

XYZ file:
```
47
Properties=species:S:1:pos:R:3:forces:R:3
Pd 0.1775 0.6325 -0.2202 0.167 -0.250 0.231
Br 7.6154 0.8618 -1.1723 0.216 -0.045 0.018
C 5.7836 1.1281 -1.1880 -0.281 -0.006 0.074
C 5.2032 1.8872 -2.2224 -0.010 -0.013 0.028
C 3.8574 2.0797 -2.2294 -0.067 -0.079 0.110
C 2.9948 1.5065 -1.2157 0.063 0.008 0.074
O 1.7632 1.6812 -1.3255 -0.018 -0.067 -0.120
C 3.6340 0.7514 -0.1336 -0.253 -0.049 0.188
C 2.9386 0.1754 1.0264 0.106 0.226 -0.360
N 1.6916 0.2967 1.2663 0.039 -0.111 0.400
C 1.1550 -0.2672 2.4577 -0.025 0.137 -0.352
C 1.8389 -0.3296 3.6421 0.016 -0.065 0.140
C 1.2518 -0.9380 4.7637 0.042 0.038 -0.049
C -0.0130 -1.4874 4.6837 0.005 -0.009 -0.027
C -0.7503 -1.4079 3.5071 -0.097 -0.058 0.101
C -2.0751 -1.9779 3.3819 0.094 0.041 -0.020
C -2.7527 -1.8414 2.2430 -0.038 -0.053 0.020
C -2.2198 -1.0564 1.0926 0.055 -0.018 -0.025
N -0.8782 -0.5278 1.2488 -0.099 -0.058 0.095
C -0.1993 -0.7407 2.3729 0.071 0.045 -0.031
C 4.9974 0.5820 -0.1624 0.208 0.070 -0.133
H 5.8349 2.3044 -2.9940 -0.013 0.011 -0.007
H 3.3610 2.6489 -3.0033 0.028 0.007 -0.015
H 3.5790 -0.3854 1.7097 -0.002 -0.019 0.002
H 2.8269 0.1036 3.7268 -0.004 0.002 -0.003
H 1.8007 -0.9809 5.6942 0.012 0.009 -0.012
H -0.4456 -1.9778 5.5462 -0.015 0.001 -0.012
H -2.4856 -2.5208 4.2236 -0.006 -0.003 -0.009
H -3.7373 -2.2767 2.1206 0.000 0.025 -0.026
H -2.1870 -1.6961 0.2004 0.028 0.006 -0.017
H 5.4878 0.0269 0.6275 -0.002 -0.005 -0.010
Cl -5.1976 1.3050 -5.3983 0.022 -0.014 0.020
C -3.9872 0.7032 -4.3541 -0.046 0.052 -0.040
C -3.2850 1.6152 -3.5453 -0.066 -0.072 -0.052
C -2.3229 1.1418 -2.7106 0.010 -0.014 -0.003
Cl -1.4624 2.2254 -1.6860 -0.104 0.161 -0.208
C -1.9854 -0.2742 -2.6237 -0.142 0.007 -0.096
O -1.1159 -0.7126 -1.8645 0.032 0.090 -0.012
C -2.7677 -1.1530 -3.4934 0.090 0.060 0.091
Cl -2.4249 -2.8185 -3.4054 -0.016 -0.031 -0.009
C -3.7342 -0.6728 -4.3305 0.025 0.059 0.031
H -3.5261 2.6675 -3.5914 0.021 0.002 0.013
H -4.3025 -1.3365 -4.9658 0.010 -0.021 0.012
Cl -4.4892 -0.4531 -0.3226 -0.003 0.006 0.028
C -3.1720 0.1030 0.7490 -0.111 0.033 -0.020
H -2.6323 0.8918 0.2359 0.004 -0.039 -0.039
H -3.6433 0.5137 1.6386 0.054 0.002 0.030
```
Positions in Å, forces in eV/Å.

Calculated values
E_tot = -154757.3008 eV
LUMO level (spin up / spin down) = -3.2 / -5.5 eV
multiplicity = 5
net charge = +1
E_HOMO (spin up / spin down) = -10.51 / -11.26 eV

Here are the Mulliken charges for atoms 1 to 5, given in e:
1 Pd 0.458
2 Br -0.096
3 C -0.015
4 C -0.450
5 C -0.619

---

(2)
Density functional theory data (ωB97M-V/def2-TZVPD) for a molecular structure, C23H14BrClHfN5OS.

XYZ file:
```
47
Properties=species:S:1:pos:R:3:forces:R:3
Hf -0.1629 0.1142 0.1160 -0.867 0.165 0.201
Cl 4.4998 -1.5988 5.5072 0.037 -0.019 0.035
C 3.2541 -1.0123 4.4679 0.008 0.009 -0.074
C 1.9924 -0.7222 4.9939 0.003 0.006 -0.029
C 0.9836 -0.2551 4.1803 -0.011 0.034 -0.068
C 1.2040 -0.0712 2.8151 0.310 -0.035 0.148
O 0.2188 0.3592 2.0374 0.180 -0.155 -0.058
C 2.4846 -0.3499 2.2767 -0.140 -0.005 0.178
C 2.8426 -0.1456 0.9075 0.023 0.014 -0.087
N 2.0813 0.2950 -0.0516 0.285 -0.053 0.224
C 2.6140 0.4904 -1.3512 0.123 0.060 -0.245
C 3.9465 0.6256 -1.6530 -0.136 -0.003 0.058
C 4.3723 0.8088 -2.9813 0.002 0.004 -0.071
C 3.4683 0.8848 -4.0009 0.045 0.021 0.009
C 2.0860 0.7959 -3.7254 -0.059 -0.072 0.093
C 1.0969 0.9049 -4.7278 -0.066 -0.012 0.047
C -0.2257 0.8273 -4.3914 0.068 0.006 -0.028
C -0.5707 0.6391 -3.0475 -0.032 -0.037 0.020
N 0.3260 0.5306 -2.0827 0.135 -0.072 -0.058
C 1.6562 0.5962 -2.3973 0.181 0.113 -0.103
C 3.4997 -0.8284 3.1316 -0.044 0.013 0.036
H 1.8128 -0.8715 6.0498 0.002 -0.002 0.007
H 0.0041 -0.0343 4.5809 -0.009 0.000 -0.009
H 3.8750 -0.4017 0.6769 0.001 0.034 -0.043
H 4.6962 0.6073 -0.8742 -0.001 0.000 0.017
H 5.4305 0.8979 -3.1829 0.001 0.001 -0.008
H 3.7916 1.0324 -5.0227 0.010 -0.003 -0.002
H 1.4017 1.0508 -5.7564 0.000 0.000 -0.008
H -1.0078 0.9049 -5.1319 -0.001 -0.003 -0.007
H -1.6097 0.5676 -2.7489 0.006 0.002 0.003
H 4.4799 -1.0514 2.7304 0.007 -0.001 -0.009
N -0.1859 7.9136 0.2537 -0.002 0.002 -0.001
C -0.2086 6.7668 0.2237 -0.002 0.150 0.007
C -0.2270 5.3338 0.1813 -0.016 -0.202 -0.005
C -1.4173 4.6436 -0.0139 0.065 0.001 0.007
C -1.3830 3.2624 -0.0547 -0.021 0.020 -0.038
N -0.2515 2.5574 0.0852 0.053 -0.081 -0.001
C 0.8888 3.2347 0.2834 0.039 0.051 0.031
C 0.9523 4.6113 0.3362 -0.053 -0.008 -0.014
H -2.3543 5.1679 -0.1298 -0.005 0.002 -0.001
H -2.2902 2.6932 -0.1993 0.005 -0.003 0.003
H 1.7859 2.6456 0.4124 -0.001 0.011 0.004
H 1.8957 5.1114 0.4981 0.004 0.000 0.001
S 1.7748 -3.3906 -1.9020 0.049 -0.049 -0.038
C 0.8632 -2.5635 -0.9255 -0.021 -0.005 0.061
N 0.1893 -1.9028 -0.1889 0.077 0.051 -0.074
Br -2.6824 0.0251 -0.0565 -0.233 0.052 -0.111
```
Positions in Å, forces in eV/Å.

Calculated values
E_tot = -128283.8696 eV
LUMO level = -4.3 eV
net charge = +1
E_HOMO = -11.54 eV

Here are the Mulliken charges for atoms 1 to 5, given in e:
1 Hf 0.381
2 Cl -0.188
3 C 0.011
4 C -0.413
5 C -0.747

---

(3)
Density functional theory data (ωB97M-V/def2-TZVPD) for a molecular structure, C23H14Cl5CrN4S5Te.

XYZ file:
```
53
Properties=species:S:1:pos:R:3:forces:R:3
Cr -0.2201 -0.2363 0.2166 0.041 -0.090 -0.679
Cl 1.8299 2.1017 2.2027 -0.088 0.036 -0.163
C 0.1848 2.5720 1.7784 0.081 0.201 0.049
C -0.5148 1.7747 0.8926 -0.072 0.060 0.123
C -1.7750 2.2566 0.5586 -0.178 0.019 -0.083
Cl -2.7182 1.3021 -0.5711 0.062 0.087 0.139
C -2.3333 3.4237 1.0726 -0.076 -0.084 -0.140
Cl -3.9104 3.9472 0.5917 0.101 -0.004 0.062
C -1.6009 4.1677 1.9939 0.015 0.066 0.042
Cl -2.2638 5.6112 2.6782 0.034 -0.082 -0.037
C -0.3265 3.7390 2.3503 0.160 0.001 0.041
Cl 0.5972 4.6551 3.4974 -0.060 -0.040 -0.064
S 1.7856 -3.1704 -6.1910 -0.026 0.032 0.092
C 1.3276 -2.5125 -4.7321 0.043 -0.106 -0.072
S 1.8305 -0.9815 -4.1663 0.162 0.254 0.002
C 1.0165 -0.9808 -2.6219 0.082 0.171 0.115
C 0.2819 -2.0784 -2.3555 -0.067 -0.077 0.191
S -0.5849 -2.3872 -0.8671 -0.042 0.040 -0.168
S 0.2982 -3.2962 -3.6067 -0.141 -0.221 0.051
S 1.2347 0.3827 -1.5429 0.073 0.000 -0.136
N -0.1846 -0.6508 6.4644 -0.016 0.031 0.034
C -0.2127 -0.4290 5.1262 0.271 0.263 0.048
N 0.7515 0.3419 4.6022 -0.155 -0.220 0.062
N -1.1815 -0.9860 4.4444 -0.260 -0.238 -0.244
C -1.1197 -0.8825 3.1361 -0.027 0.004 0.542
N -1.0669 -0.7920 1.9891 -0.151 -0.139 0.057
H 0.3095 -0.0057 7.0549 -0.016 0.007 0.000
H -1.0157 -1.0706 6.8443 0.020 -0.039 -0.003
H 1.5482 0.6180 5.1467 0.023 0.033 -0.029
H 0.7948 0.5221 3.6062 0.043 -0.022 0.109
Te 2.4768 -1.6592 1.4712 0.223 0.301 0.192
C 3.6139 -2.1919 -0.2062 0.033 -0.103 -0.096
C 4.8636 -1.6237 -0.4300 -0.035 -0.055 -0.144
C 5.6110 -2.0224 -1.5321 -0.083 -0.015 0.013
C 5.1085 -2.9793 -2.4072 0.014 0.033 0.058
C 3.8592 -3.5403 -2.1828 -0.035 -0.009 0.029
C 3.1094 -3.1485 -1.0789 0.160 0.020 -0.118
C 3.2451 -3.2312 2.6610 -0.044 -0.125 0.135
C 2.7831 -4.5314 2.4603 0.118 -0.039 0.117
C 3.2751 -5.5761 3.2344 0.003 0.067 -0.009
C 4.2183 -5.3293 4.2254 -0.026 0.046 -0.053
C 4.6716 -4.0347 4.4392 -0.062 0.035 -0.070
C 4.1863 -2.9888 3.6585 0.033 -0.131 0.009
H 5.2425 -0.8644 0.2421 0.001 -0.014 0.010
H 6.5814 -1.5757 -1.7133 -0.011 -0.009 -0.001
H 5.6890 -3.2830 -3.2695 -0.018 0.022 -0.007
H 3.4554 -4.2741 -2.8716 0.020 0.047 0.007
H 2.1294 -3.5693 -0.9052 -0.098 -0.022 -0.012
H 2.0409 -4.7249 1.6953 0.004 0.001 0.010
H 2.9160 -6.5840 3.0657 0.007 0.004 0.000
H 4.6022 -6.1451 4.8257 -0.013 0.004 0.000
H 5.4109 -3.8376 5.2066 -0.011 0.002 -0.009
H 4.5569 -1.9825 3.8125 -0.014 -0.004 -0.001
```
Positions in Å, forces in eV/Å.

Calculated values
E_tot = -182545.7896 eV
LUMO level (spin up / spin down) = 1.6 / 1.6 eV
multiplicity = 5
net charge = -1
E_HOMO (spin up / spin down) = -3.78 / -3.91 eV

Here are the Mulliken charges for atoms 1 to 5, given in e:
1 Cr 0.603
2 Cl -0.153
3 C 1.235
4 C -1.825
5 C 1.214